ORCA calculation (ωB97M-V with the def2-TZVPD basis set) on C26H52Cl4F6O24PPd as an isolated structure.

Output
Multiplicity = 3
E_LUMO (alpha / beta) = -2.1 / -6.8 eV
Net charge = +1
Expectation value of S² = 2.01
Highest occupied orbital energy (alpha / beta) = -10.22 / -9.66 eV
Energy = -156094.64458 eV

Geometry as XYZ:
```
114
C26H52Cl4F6O24PPd | the Open Molecules 2025 dataset | ωB97M-V with the def2-TZVPD basis set
Pd -1.25360 2.93824 1.71149
P -0.14016 0.06499 -0.63757
F -0.83153 -0.96094 0.38940
F -1.52276 0.14157 -1.45056
F -0.65213 1.31038 0.32303
F 0.53355 1.18694 -1.58015
F 1.22978 -0.05568 0.23433
F 0.42698 -1.09423 -1.60633
C -1.73047 3.28165 -2.88122
O -0.94349 4.44833 -2.64968
C -0.70243 4.66686 -1.37271
O -1.14884 3.97818 -0.48863
O 0.11542 5.67692 -1.16898
C 0.61341 6.44072 -2.27263
H -2.75001 3.42006 -2.52715
H -1.25651 2.42717 -2.39985
H -1.76223 3.07124 -3.94699
H 1.10189 7.29674 -1.81781
H -0.20060 6.77757 -2.91271
H 1.31602 5.89474 -2.90151
C 1.61174 -2.94842 0.85813
O 2.56348 -3.66380 1.62892
C 2.67557 -3.54059 2.92697
O 2.07962 -2.74439 3.62380
O 3.57535 -4.41438 3.35381
C 3.89757 -4.43068 4.73532
H 0.86634 -2.43579 1.46249
H 1.13834 -3.69963 0.22523
H 2.12561 -2.21725 0.23626
H 4.86323 -4.92266 4.81123
H 3.12014 -4.97464 5.27295
H 3.99034 -3.43026 5.15987
C 4.12138 6.50056 -5.10687
O 3.75223 5.16442 -5.39216
C 3.56910 4.37424 -4.34157
O 3.93341 4.53933 -3.20443
O 2.77671 3.38231 -4.73497
C 2.12932 2.52594 -3.78984
H 3.77617 7.24270 -5.82354
H 5.20624 6.58283 -5.02644
H 3.71189 6.85023 -4.15508
H 2.84926 2.26734 -3.01073
H 1.85307 1.62727 -4.32757
H 1.30337 3.07695 -3.34444
C -4.62834 -5.88382 -0.68499
O -3.30690 -5.39707 -0.49027
C -3.18081 -4.18726 0.02575
O -4.06721 -3.39722 0.25443
O -1.91242 -3.98281 0.32333
C -1.53918 -2.73208 0.83205
H -4.60637 -6.37724 -1.65551
H -5.36642 -5.08456 -0.73645
H -4.97543 -6.58439 0.07284
H -1.97947 -1.92285 0.24290
H -0.46673 -2.55612 0.82138
H -1.86006 -2.59870 1.86990
C 2.02254 1.13255 3.18155
O 2.76803 2.18080 2.59610
C 2.14041 2.93165 1.72932
O 0.93806 2.99764 1.54084
O 3.00326 3.63544 1.07885
C 2.81256 4.31666 -0.14325
H 1.95383 0.27396 2.50925
H 1.01017 1.36808 3.50972
H 2.50483 0.69844 4.05735
H 2.36273 5.28006 0.11810
H 2.10767 3.76503 -0.76985
H 3.74742 4.48538 -0.66345
C 2.29116 -7.49163 0.40874
O 2.49092 -6.48249 -0.55384
C 1.99616 -5.28400 -0.31849
O 1.61974 -4.83044 0.72801
O 1.97163 -4.62518 -1.46771
C 1.43793 -3.30692 -1.39469
H 2.68356 -8.45627 0.10577
H 1.21973 -7.55335 0.62094
H 2.74769 -7.26565 1.37758
H 1.35394 -2.91722 -2.40592
H 2.07427 -2.64949 -0.80893
H 0.42310 -3.37476 -1.00984
C -4.04343 -0.16713 0.86036
O -4.57341 0.82026 -0.02996
C -4.01335 2.00937 -0.07620
O -3.02470 2.34646 0.53562
O -4.64598 2.83639 -0.86486
C -5.58894 2.39512 -1.84672
H -2.95413 -0.17140 0.91173
H -4.40161 -1.10401 0.44100
H -4.36379 0.00276 1.89028
H -6.62061 2.40711 -1.50792
H -5.31231 1.40782 -2.21384
H -5.44782 3.06697 -2.69129
C -0.67914 -1.39733 3.66588
O -1.65982 -0.64465 4.37790
C -1.96097 0.53349 3.90251
O -1.39842 1.07456 2.96896
O -2.88497 1.14931 4.60296
C -3.73177 0.46443 5.52023
H 0.25288 -0.82596 3.62211
H -0.86177 -1.46768 2.58966
H -0.43774 -2.36980 4.07377
H -3.15086 -0.10534 6.24479
H -4.36647 -0.21834 4.95391
H -4.35825 1.14556 6.08720
C -3.10852 -1.20388 -2.70037
Cl -2.70187 0.16056 -3.71706
Cl -1.85695 -2.47259 -2.79157
H -3.22567 -0.79216 -1.70370
H -4.01974 -1.67777 -3.04720
C 4.15780 0.57334 -0.31068
Cl 5.16050 1.99004 -0.66450
Cl 4.67770 -0.28662 1.18669
H 3.14443 0.90300 -0.12742
H 4.27588 -0.12912 -1.12484
```


ORCA calculation (ωB97M-V with the def2-TZVPD basis set) on C26H52CuO28S6 as an isolated structure.

Output
Multiplicity = 2
ΔE to the lowest compared entry with this formula, charge and spin = 0.000 eV
E_LUMO (alpha / beta) = -0.2 / -1.9 eV
Expectation value of S² = 0.75
Highest occupied orbital energy (alpha / beta) = -10.42 / -10.40 eV
Energy = -194781.77706 eV

Geometry as XYZ:
```
113
C26H52CuO28S6 | the Open Molecules 2025 dataset | ωB97M-V with the def2-TZVPD basis set
Cu 4.41748 -6.34610 13.92982
S 3.14435 -6.84896 11.65434
O 2.86857 -8.17156 11.08177
O 2.54330 -5.80248 10.84560
O 2.67736 -6.83126 13.07717
O 4.58902 -6.57554 11.85456
C 4.21909 -1.88529 13.84730
C 2.77641 -2.32665 13.88196
C 2.91234 -3.71146 13.23086
O 4.18072 -4.20962 13.72003
C 4.98707 -3.12780 14.23204
H 4.56161 -1.04589 14.45500
H 4.49461 -1.61755 12.82126
H 2.13004 -1.65866 13.31638
H 2.32232 -2.46270 14.86649
H 2.94402 -3.58128 12.14488
H 2.11279 -4.42857 13.38131
H 5.99472 -3.13957 13.83157
H 5.01036 -3.19273 15.32523
C 8.70618 -5.90077 15.03783
C 8.70972 -5.81667 13.50248
C 7.28080 -6.13313 13.08276
O 6.49424 -6.10935 14.30613
C 7.35758 -6.52473 15.36733
H 8.67469 -4.90686 15.48508
H 9.49811 -6.50735 15.46931
H 9.44544 -6.50046 13.08447
H 9.00309 -4.80271 13.23549
H 7.22272 -7.12245 12.62250
H 6.80210 -5.40341 12.43532
H 7.46057 -7.61554 15.41508
H 6.93887 -6.18282 16.31148
C 4.69666 -10.78017 13.83214
C 4.73305 -10.69384 15.36538
C 4.35674 -9.23408 15.62710
O 4.71400 -8.48627 14.46063
C 5.08691 -9.39487 13.38658
H 3.70944 -11.04134 13.44601
H 5.39065 -11.51641 13.42709
H 5.76894 -10.86167 15.66114
H 4.08130 -11.37800 15.90230
H 4.98786 -8.91701 16.46190
H 3.30508 -9.04616 15.84290
H 6.16485 -9.30464 13.21488
H 4.61954 -9.08334 12.45417
C 3.02586 -6.71264 18.06402
C 1.77208 -6.30730 17.26112
C 2.36761 -5.71463 16.00465
O 3.74757 -6.07053 15.91619
C 4.22183 -6.20741 17.27980
H 3.06143 -7.80225 18.03773
H 2.99147 -6.39082 19.10257
H 1.09406 -5.58789 17.71332
H 1.20369 -7.20078 17.00659
H 2.27226 -4.61942 15.96750
H 1.77543 -5.93131 15.11177
H 4.59730 -5.21723 17.56309
H 5.10285 -6.84324 17.34353
C 5.24619 -9.22430 9.32444
C 4.00337 -10.12559 9.32744
O 4.40854 -11.22496 8.50567
S 5.91773 -11.62347 8.91630
O 6.59791 -12.13972 7.77145
O 5.89630 -12.34430 10.14668
O 6.39002 -10.09763 9.23267
H 5.36188 -8.56052 10.17901
H 5.27759 -8.57369 8.44714
H 3.13401 -9.67570 8.86768
H 3.82276 -10.47745 10.34228
C 6.49166 -4.94785 9.46156
C 5.34932 -3.96364 9.82039
O 5.99830 -2.73580 10.08767
S 7.43997 -2.98452 10.77627
O 7.27322 -3.32573 12.16011
O 8.36202 -1.97284 10.40502
O 7.71659 -4.35465 9.91398
H 6.57730 -4.99799 8.37494
H 6.44579 -5.92449 9.93794
H 4.87081 -4.37119 10.71741
H 4.64137 -3.86787 9.00894
C 2.12156 -5.43834 7.96844
C 3.27664 -6.43859 8.05024
O 4.08609 -6.27095 6.89225
S 3.74636 -4.89858 6.14237
O 3.71120 -5.11076 4.73962
O 4.55505 -3.88469 6.73488
O 2.25045 -4.81048 6.70173
H 2.12622 -4.68460 8.75942
H 1.14901 -5.90686 8.11833
H 2.83887 -7.43836 8.00125
H 3.90701 -6.40191 8.93381
C -0.96896 -5.34788 11.25808
C -0.58201 -6.09760 12.50839
O -0.45436 -5.10563 13.52703
S -1.33062 -3.79628 13.19839
O -0.49835 -2.64337 13.11050
O -2.43802 -3.78582 14.09198
O -1.80927 -4.28966 11.72022
H -1.52348 -5.94021 10.53356
H -0.07078 -4.93553 10.78832
H 0.30781 -6.68812 12.30016
H -1.34512 -6.78476 12.88224
C 0.21862 -9.47394 11.11323
C 0.04697 -8.56121 9.90183
O -1.36698 -8.35861 9.70037
S -2.14409 -9.68762 10.20954
O -2.10103 -10.71943 9.21814
O -3.41869 -9.30147 10.70818
O -1.07617 -10.03372 11.38238
H 0.67697 -9.06167 12.00621
H 0.86020 -10.29202 10.78437
H 0.43672 -9.00872 8.98406
H 0.46303 -7.55446 9.89492
```


ORCA calculation (ωB97M-V with the def2-TZVPD basis set) on C26H52F4NbO8S3 as an isolated structure.

Output
E_LUMO = 1.6 eV
Net charge = -1
Highest occupied orbital energy = -4.25 eV
Energy = -89106.21148 eV

Geometry as XYZ:
```
94
C26H52F4NbO8S3 | the Open Molecules 2025 dataset | ωB97M-V with the def2-TZVPD basis set
C 6.36944 0.25830 2.67836
C 6.62225 0.57555 1.22459
O 6.54316 -0.27014 0.36923
O 7.03323 1.82684 0.89463
C 6.34388 2.95529 1.45762
C 5.82283 3.85933 0.35764
C 4.83201 3.18458 -0.59743
C 3.81479 2.32065 0.16857
C 2.46827 2.13577 -0.53076
Nb 0.98316 1.25011 0.98929
C 2.51082 0.47771 2.47383
C 1.20929 -0.77207 -0.06064
C 0.93371 -1.99710 0.83450
C 2.09753 -2.94185 1.05352
F 2.20907 -3.31900 2.36006
F 3.30595 -2.46313 0.71128
F 1.95189 -4.11673 0.36353
C 0.82350 3.36006 1.84841
C 0.95963 3.47943 3.36107
C 2.35747 3.89822 3.84219
F 0.57093 2.30526 4.04619
H 5.52229 -0.42886 2.71050
H 7.25446 -0.22387 3.09115
H 6.09492 1.13124 3.26804
H 7.06949 3.51720 2.05857
H 5.54351 2.66449 2.13809
H 5.29341 4.67609 0.86766
H 6.67107 4.31917 -0.15757
H 4.30686 3.95047 -1.17541
H 5.38698 2.57367 -1.31532
H 4.25597 1.33421 0.32840
H 3.63582 2.81636 1.13169
H 2.55152 1.51366 -1.42699
H 2.05868 3.11087 -0.82061
H -0.31394 1.60665 -0.26419
H -0.39794 0.56351 2.01551
H 2.01107 -0.12804 3.24090
H 3.07796 1.26492 2.98047
H 3.23543 -0.19206 1.99090
H 2.19951 -0.80392 -0.52210
H 0.48731 -0.77677 -0.87915
H 0.53562 -1.72818 1.81489
H 0.15410 -2.59725 0.35426
H 1.57085 4.00533 1.38054
H -0.15387 3.75213 1.55317
H 0.27068 4.25713 3.70387
H 2.98512 4.22559 3.01206
H 2.28650 4.73093 4.54543
H 2.84850 3.06533 4.34984
C -0.12578 -5.07610 -2.41319
C -1.56438 -5.52155 -2.71786
C -2.44405 -4.26748 -2.71727
S -1.36739 -2.90724 -3.19510
O -1.23440 -2.00886 -2.08021
O -1.73686 -2.42524 -4.50494
C 0.13751 -3.87158 -3.30966
H 0.59484 -5.87221 -2.59711
H -0.03840 -4.78150 -1.36530
H -1.60259 -5.99630 -3.70126
H -1.92664 -6.24569 -1.98949
H -3.25912 -4.32719 -3.42719
H -2.83153 -4.04406 -1.72654
H 0.97628 -3.25701 -2.98898
H 0.26014 -4.16493 -4.35238
C -7.76823 -7.46897 -4.07177
C -7.29077 -8.44175 -2.98412
C -5.76390 -8.32147 -2.90094
S -5.36643 -6.64487 -3.42051
O -4.61090 -6.70665 -4.64564
O -4.88035 -5.88641 -2.29759
C -7.04445 -6.15380 -3.80308
H -8.84909 -7.33789 -4.05255
H -7.49258 -7.84940 -5.05761
H -7.73541 -8.16416 -2.02664
H -7.58964 -9.46663 -3.19905
H -5.38350 -8.46771 -1.89339
H -5.26257 -9.00016 -3.58806
H -7.02797 -5.47396 -4.65145
H -7.44335 -5.64795 -2.92437
C -3.66783 7.98748 2.10766
C -3.83246 6.61313 1.44179
C -2.49471 6.25864 0.78176
S -1.22611 7.09768 1.74156
O -0.59735 8.09554 0.91175
O -0.44914 6.12334 2.45599
C -2.34823 7.92503 2.86944
H -4.50007 8.21891 2.77171
H -3.61898 8.76714 1.34415
H -4.07749 5.86756 2.20041
H -4.63920 6.61304 0.71014
H -2.28426 5.19159 0.79627
H -2.42984 6.63307 -0.23773
H -1.93679 8.89762 3.12851
H -2.43062 7.30184 3.75952
```


ORCA calculation (ωB97M-V with the def2-TZVPD basis set) on a 8-piece molecular cluster, C26H52F6N6O10 overall.

Output
SMILES string = CCOC(=O)C(F)(F)F.CCOC(=O)C(F)(F)F.CN(C)C=O.CN(C)C=O.CN(C)C=O.CN(C)C=O.CN(C)C=O.CN(C)C=O
ΔE to the lowest compared entry with this formula, charge and spin = 3.175 eV
E_LUMO = 0.0 eV
Highest occupied orbital energy = -8.87 eV
Energy = -73526.46978 eV

Geometry as XYZ:
```
100
C26H52F6N6O10 | the Open Molecules 2025 dataset | ωB97M-V with the def2-TZVPD basis set
C 2.24590 -2.21073 3.90539
O 2.46819 -1.58101 4.92044
N 1.04466 -2.31152 3.28923
C 0.85179 -3.17740 2.15151
C -0.15169 -1.70880 3.83509
H 3.00805 -2.76126 3.32436
H 0.37542 -2.66146 1.31142
H 0.23718 -4.06654 2.31815
H 1.80557 -3.53658 1.76753
H -1.04714 -2.32802 3.90704
H 0.03925 -1.30207 4.82626
H -0.45129 -0.86871 3.19932
C 3.77485 -3.63033 -0.04421
O 4.09132 -3.00642 0.95408
N 4.25790 -3.38758 -1.27275
C 4.07411 -4.27168 -2.40711
C 5.19962 -2.32203 -1.50790
H 3.08806 -4.49238 -0.02538
H 3.30899 -4.99902 -2.14455
H 5.02240 -4.77410 -2.63219
H 3.87691 -3.73464 -3.33561
H 6.18540 -2.68271 -1.81371
H 4.91478 -1.65006 -2.32593
H 5.29278 -1.65964 -0.65078
C -2.43226 1.17850 -3.83509
O -3.37795 1.91363 -4.01589
N -1.96851 0.24338 -4.69961
C -2.65823 -0.01157 -5.93779
C -0.67773 -0.35682 -4.50171
H -1.79381 1.24740 -2.94309
H -3.60498 0.51358 -6.00345
H -2.82324 -1.08143 -6.08556
H -2.00987 0.34341 -6.75011
H -0.02941 0.00125 -5.31772
H -0.15178 -0.04496 -3.60726
H -0.66523 -1.44145 -4.62833
C 2.72301 3.16501 6.03761
O 2.58037 2.46812 7.02276
N 2.31347 2.80826 4.80194
C 2.39885 3.70047 3.65427
C 1.61691 1.54627 4.57133
H 3.15605 4.17887 6.03649
H 2.62932 4.70376 4.01657
H 1.44581 3.76019 3.13090
H 3.22221 3.36740 3.01993
H 2.04703 1.01229 3.72542
H 1.71512 0.90311 5.43906
H 0.56207 1.74825 4.37580
C -3.35928 -1.98409 -0.94005
O -4.20966 -1.39981 -1.58210
N -3.62602 -3.06444 -0.16263
C -2.72973 -3.37436 0.94685
C -4.84402 -3.85083 -0.23968
H -2.31721 -1.66033 -0.83983
H -3.07681 -2.80447 1.81655
H -1.77386 -2.91022 0.69899
H -2.65396 -4.43605 1.16325
H -4.55022 -4.89967 -0.19505
H -5.46073 -3.66336 0.64566
H -5.46826 -3.63188 -1.09883
C 0.28998 -0.26100 -0.81941
O -0.84560 -0.02829 -1.20104
N 0.85623 0.32167 0.26049
C 2.11102 -0.18758 0.80570
C 0.06365 1.23776 1.04822
H 1.00034 -0.92778 -1.34112
H 2.45080 -1.13784 0.40661
H 2.00047 -0.21368 1.88756
H 2.90359 0.53823 0.59421
H -0.36438 0.76705 1.93107
H 0.68473 2.09518 1.32812
H -0.71559 1.67167 0.43302
C -3.36070 3.24801 -0.44652
C -3.51226 1.71892 -0.49237
O -4.44715 1.29621 0.49322
C -4.10337 0.51565 1.49934
O -2.97809 0.18205 1.74113
C -5.26853 0.06479 2.39069
F -6.39918 0.67063 2.10599
F -5.40879 -1.26649 2.24396
F -4.93486 0.27524 3.66834
H -4.31854 3.70322 -0.20457
H -3.06969 3.56375 -1.44936
H -2.57562 3.46329 0.27736
H -2.50757 1.32369 -0.37718
H -3.90862 1.35929 -1.44090
C 0.84387 4.15253 -0.67853
C 2.15228 3.59943 -1.21122
O 2.18804 3.71514 -2.63001
C 1.87014 2.63042 -3.31984
O 1.58804 1.58478 -2.83866
C 1.86538 2.86828 -4.82621
F 2.53850 1.87568 -5.42964
F 0.59057 2.77898 -5.25739
F 2.36499 4.04234 -5.17359
H -0.03660 3.55719 -0.94318
H 0.54245 5.13456 -1.04751
H 0.89047 4.20922 0.41112
H 2.35377 2.57998 -0.88259
H 2.94539 4.21517 -0.78462
```